# 1
This record from the OMol25 dataset describes C46H49Cl2N4O5P2STl as an isolated structure at a distorted geometry. The level of theory is ωB97M-V/def2-TZVPD.

The HOMO energy is -6.141 eV.

Structure (ORCA input):
```
! wB97M-V def2-TZVPD RIJCOSX def2/J DEFGRID3
* xyz 0 1
Tl 10.651 -5.795 19.578
O 12.252 -3.725 21.914
P 12.527 -3.626 23.387
C 11.656 -4.827 24.501
P 11.133 -6.537 24.012
O 10.536 -6.650 22.657
C 12.531 -7.612 24.279
C 13.029 -8.359 23.215
C 14.101 -9.240 23.377
C 14.742 -9.431 24.595
C 14.189 -8.775 25.723
C 13.145 -7.872 25.558
C 9.955 -6.949 25.298
C 8.822 -7.753 24.909
C 8.047 -8.446 25.811
C 8.222 -8.220 27.159
C 9.198 -7.340 27.594
C 10.046 -6.674 26.688
C 14.260 -3.818 23.771
C 14.812 -3.442 25.025
C 16.197 -3.433 25.211
C 17.061 -3.730 24.139
C 16.521 -4.004 22.903
C 15.142 -4.147 22.707
C 12.013 -2.004 23.960
C 11.964 -0.947 23.066
C 11.815 0.372 23.471
C 11.508 0.612 24.797
C 11.406 -0.459 25.690
C 11.631 -1.760 25.306
H 10.735 -4.372 24.854
H 12.291 -4.898 25.407
H 12.477 -8.368 22.310
H 14.519 -9.749 22.504
H 15.543 -10.141 24.759
H 14.592 -9.042 26.713
H 12.763 -7.320 26.454
H 8.621 -7.836 23.874
H 7.283 -9.130 25.452
H 7.632 -8.756 27.892
H 9.340 -7.209 28.700
H 10.790 -5.955 27.089
H 14.156 -3.115 25.855
H 16.607 -3.112 26.181
H 18.116 -3.686 24.271
H 17.182 -4.182 22.042
H 14.800 -4.465 21.734
H 12.093 -1.144 21.984
H 12.051 1.189 22.773
H 11.307 1.657 25.171
H 11.068 -0.248 26.730
H 11.588 -2.544 26.066
C 9.115 0.303 18.638
N 9.705 -0.968 18.141
C 9.253 -2.208 18.336
S 10.210 -3.502 17.736
N 8.100 -2.478 18.927
C 6.863 -1.714 18.927
H 8.507 0.092 19.499
H 8.540 0.830 17.878
H 9.894 1.013 18.997
H 10.550 -0.914 17.588
H 8.028 -3.443 19.229
H 6.705 -1.321 19.943
H 6.086 -2.366 18.582
H 6.962 -0.870 18.242
Cl 14.944 -5.216 13.550
C 14.165 -3.692 13.403
C 13.870 -3.178 12.126
C 13.384 -1.857 12.040
C 13.281 -0.993 13.143
C 13.535 -1.552 14.394
Cl 13.471 -0.505 15.789
C 13.981 -2.891 14.556
N 14.449 -3.264 15.791
C 15.415 -2.653 16.515
C 16.547 -1.936 16.003
C 17.655 -1.700 16.754
C 17.663 -2.031 18.114
C 16.562 -2.691 18.693
C 15.350 -2.849 17.974
C 14.068 -3.337 18.573
C 13.611 -4.803 18.312
O 13.669 -5.210 17.089
O 13.111 -5.457 19.272
H 14.055 -3.864 11.299
H 13.027 -1.494 11.084
H 13.014 0.080 13.029
H 14.060 -4.227 16.251
H 16.592 -1.665 14.971
H 18.515 -1.261 16.298
H 18.528 -1.775 18.732
H 16.548 -2.914 19.795
H 13.217 -2.708 18.168
H 14.066 -3.198 19.652
C 12.940 -8.104 15.921
N 11.678 -8.790 15.914
C 11.546 -9.844 14.863
C 10.677 -8.511 16.821
C 9.388 -9.287 16.668
O 10.831 -7.648 17.712
H 12.855 -7.149 15.383
H 13.712 -8.683 15.375
H 13.327 -7.785 16.916
H 12.491 -9.837 14.249
H 10.651 -9.649 14.267
H 11.423 -10.833 15.302
H 8.841 -8.916 15.808
H 8.779 -9.080 17.531
H 9.544 -10.349 16.545
*
```

=====

# 2
This record from the OMol25 dataset describes C46H49F3GeKN3O7 as an isolated structure at a distorted geometry. The level of theory is ωB97M-V/def2-TZVPD.

The HOMO energy is -1.757 eV. As for the energy above the lowest of the compared OMol25 structures with the same formula, charge and spin: 0.0 kJ/mol.

Structure (ORCA input):
```
! wB97M-V def2-TZVPD RIJCOSX def2/J DEFGRID3
* xyz -2 1
K 1.720 0.957 -0.955
C 3.879 3.340 -3.273
O 3.222 2.057 -3.433
C 2.436 2.141 -4.628
C 1.679 0.892 -4.987
O 2.030 -0.148 -4.103
C 1.024 -1.162 -4.288
C 1.592 -2.407 -3.693
O 1.804 -2.188 -2.314
C 2.756 -3.178 -1.832
H 3.968 3.835 -4.251
H 4.858 3.106 -2.871
H 3.339 3.903 -2.518
H 3.079 2.441 -5.478
H 1.647 2.901 -4.527
H 1.923 0.563 -6.013
H 0.593 1.070 -4.889
H 0.805 -1.291 -5.382
H 0.105 -0.832 -3.731
H 2.549 -2.747 -4.224
H 0.836 -3.203 -3.756
H 3.803 -2.887 -2.087
H 2.575 -4.123 -2.321
H 2.625 -3.294 -0.765
C 2.952 2.135 3.214
N 3.355 1.707 1.844
C 4.535 1.225 1.742
C 5.056 0.583 0.561
C 6.412 0.075 0.450
C 6.577 -0.349 -0.864
C 5.335 -0.110 -1.497
N 4.423 0.398 -0.610
C 3.609 3.459 3.642
C 4.055 3.621 4.976
C 4.539 4.849 5.385
C 4.631 5.919 4.502
C 4.313 5.741 3.165
C 3.846 4.510 2.722
H 3.189 1.376 3.988
H 1.887 2.320 3.197
H 5.293 1.282 2.564
H 7.174 0.092 1.245
H 7.500 -0.726 -1.308
H 5.013 -0.333 -2.533
H 3.992 2.829 5.713
H 4.897 4.965 6.417
H 5.025 6.869 4.870
H 4.373 6.572 2.460
H 3.677 4.361 1.649
F 1.103 -3.136 6.236
C 1.140 -4.002 5.135
F 2.072 -4.936 5.426
F -0.018 -4.664 5.187
C 1.387 -3.288 3.857
C 0.364 -2.684 3.141
C 0.711 -1.948 1.989
N 1.951 -1.819 1.553
C 2.940 -2.310 2.316
C 2.719 -3.147 3.399
H -0.702 -2.691 3.463
H -0.058 -1.441 1.373
H 3.940 -2.067 1.965
H 3.570 -3.493 4.013
O 0.021 3.585 -2.078
C 0.666 4.015 -1.051
O 1.881 3.784 -0.721
H 0.045 4.619 -0.291
O -1.068 0.358 -2.937
C -1.465 0.687 -1.749
O -0.944 0.206 -0.654
C -2.666 1.574 -1.719
C -3.547 1.427 -0.482
Ge -4.511 -0.293 -0.313
C -5.934 -0.349 -1.594
C -7.261 -0.203 -1.158
C -8.296 -0.184 -2.104
C -8.028 -0.329 -3.460
C -6.686 -0.405 -3.850
C -5.624 -0.364 -2.962
C -3.442 -1.891 -0.675
C -3.800 -2.764 -1.695
C -3.094 -3.949 -1.861
C -2.189 -4.338 -0.910
C -1.864 -3.500 0.138
C -2.447 -2.242 0.238
C -5.065 -0.411 1.612
C -4.309 0.156 2.641
C -4.510 -0.252 3.957
C -5.544 -1.128 4.266
C -6.318 -1.655 3.225
C -6.098 -1.271 1.907
H -3.303 1.303 -2.558
H -2.361 2.616 -1.935
H -4.333 2.164 -0.526
H -2.969 1.557 0.432
H -7.471 -0.137 -0.095
H -9.318 -0.155 -1.725
H -8.786 -0.409 -4.210
H -6.417 -0.541 -4.919
H -4.606 -0.517 -3.302
H -4.587 -2.529 -2.386
H -3.361 -4.572 -2.718
H -1.661 -5.271 -0.949
H -1.156 -3.860 0.886
H -2.177 -1.550 1.049
H -3.488 0.817 2.441
H -3.900 0.177 4.760
H -5.749 -1.493 5.269
H -7.123 -2.360 3.412
H -6.762 -1.612 1.128
*
```

=====

> Look up the HOMO energy of the first one.

-6.141 eV